No. 1
{"formula": "C31H32F7IN4O8S", "method": "the ωB97M-V functional and the def2-TZVPD basis", "e_tot_ev": -92961.282, "fmax_ev_per_a": 3.699, "orbital_gap_ha": 0.294, "e_above_lowest_kj_mol": 0.00, "e_homo_ha": -0.3156, "symbols": ["C", "N", "C", "N", "C", "O", "O", "C", "F", "C", "O", "C", "F", "F", "C", "F", "F", "C", "F", "F", "C", "O", "O", "C", "C", "C", "C", "S", "N", "C", "C", "O", "C", "C", "O", "N", "C", "C", "O", "I", "H", "H", "H", "H", "H", "H", "H", "H", "H", "H", "H", "H", "H", "H", "H", "H", "H", "H", "H", "H", "C", "C", "C", "C", "C", "C", "H", "H", "H", "H", "H", "H", "C", "C", "C", "C", "C", "C", "H", "H", "H", "H", "H", "H"], "coordinates": [[1.333, -1.052, 1.033], [0.402, -1.847, 0.231], [-0.567, -1.307, -0.448], [-1.432, -2.147, -1.070], [-0.879, -3.349, -1.773], [0.083, -3.237, -2.536], [-1.436, -4.392, -1.450], [-2.468, -1.348, -1.726], [-1.867, -1.133, -2.949], [-3.690, -2.308, -1.742], [-4.172, -2.691, -0.712], [-4.335, -2.898, -3.032], [-3.881, -4.115, -3.267], [-3.993, -2.190, -4.138], [-5.881, -2.877, -2.997], [-6.359, -1.659, -2.719], [-6.275, -3.137, -4.249], [-6.595, -3.913, -2.062], [-7.531, -4.547, -2.778], [-5.800, -4.851, -1.548], [-7.383, -3.240, -0.895], [-8.451, -2.730, -1.064], [-6.813, -3.294, 0.350], [-2.495, -0.099, -0.755], [-2.876, -0.502, 0.723], [-2.261, 0.375, 1.827], [-2.799, 1.810, 1.920], [-4.500, 1.743, 2.565], [-3.146, 1.113, -1.178], [-3.067, 1.451, -2.620], [-3.937, 0.771, -3.676], [-2.349, 2.340, -2.990], [-4.583, 1.173, -0.921], [-5.150, 2.573, -0.707], [-5.318, 0.229, -0.932], [-1.004, -0.019, -0.604], [-0.267, 1.013, -1.331], [1.239, 1.088, -1.124], [1.692, 1.613, -0.153], [2.647, 0.283, -2.540], [1.729, -1.697, 1.815], [2.186, -0.750, 0.427], [0.899, -0.164, 1.482], [0.534, -2.848, 0.251], [-7.452, -3.780, 0.885], [-2.687, -1.557, 0.897], [-3.955, -0.457, 0.892], [-1.175, 0.374, 1.865], [-2.586, -0.084, 2.766], [-2.665, 2.391, 1.009], [-2.192, 2.298, 2.686], [-4.707, 2.938, 3.155], [-4.566, 1.535, -4.130], [-4.566, -0.019, -3.279], [-3.254, 0.366, -4.416], [-5.750, 2.792, -1.594], [-5.841, 2.469, 0.123], [-4.382, 3.318, -0.529], [-0.460, 0.929, -2.406], [-0.679, 1.985, -1.056], [3.667, 0.127, 3.711], [4.687, -0.237, 4.578], [5.878, 0.476, 4.584], [6.043, 1.557, 3.729], [5.021, 1.923, 2.864], [3.833, 1.205, 2.852], [2.738, -0.432, 3.705], [4.555, -1.077, 5.248], [6.677, 0.189, 5.255], [6.971, 2.116, 3.737], [5.150, 2.767, 2.199], [3.038, 1.489, 2.173], [11.027, 2.124, 1.586], [11.213, 2.725, 0.349], [10.144, 2.861, -0.526], [8.886, 2.404, -0.159], [8.698, 1.807, 1.080], [9.769, 1.663, 1.951], [11.862, 2.015, 2.267], [12.194, 3.086, 0.066], [10.292, 3.323, -1.493], [8.050, 2.514, -0.840], [7.716, 1.452, 1.366], [9.624, 1.191, 2.915]], "forces_ev_per_angstrom": [[0.91, -0.61, -0.02], [0.93, 1.99, 0.95], [-2.02, -1.78, -1.98], [0.14, 1.70, 0.73], [1.10, -3.40, -0.95], [-0.08, 1.87, 0.51], [-1.18, 0.05, 0.60], [1.28, -2.33, 0.88], [-1.34, 1.22, -0.50], [-0.87, -0.29, 0.18], [0.32, 0.51, -0.42], [0.68, 1.00, -0.49], [-0.05, -0.86, 0.40], [-0.01, 0.59, 0.02], [-0.44, -0.87, -0.23], [0.37, 0.58, 0.42], [0.05, -0.33, -0.49], [-0.52, 0.27, 1.02], [-0.27, -0.14, -0.43], [0.62, -0.10, -0.13], [-0.61, 1.01, 0.80], [0.41, -0.52, -0.41], [0.25, -0.81, -0.98], [0.60, -1.40, 0.46], [-1.22, 0.44, 0.11], [-0.71, -0.17, 0.20], [0.81, 0.38, 0.74], [-0.50, -0.29, -0.09], [-0.24, -0.37, -0.62], [0.35, 0.84, -1.37], [0.08, -0.18, 0.95], [0.07, -0.17, 0.67], [-0.82, 0.92, 0.58], [0.30, -0.78, -0.49], [0.60, -0.45, 0.09], [1.49, 1.50, 0.99], [-0.27, 0.18, -1.31], [0.42, 0.28, 1.06], [-0.17, 0.02, -0.29], [-0.63, -0.02, 0.02], [-0.14, 0.03, 0.08], [0.01, 0.00, 0.07], [-0.35, -0.11, -0.14], [-0.31, -0.08, -0.49], [-0.09, 0.34, 0.44], [0.39, 0.10, -0.11], [0.00, 0.03, -0.39], [0.04, 0.10, -0.31], [0.15, -0.18, -0.07], [-0.32, -0.11, -0.11], [-0.07, 0.09, -0.06], [0.51, -0.04, -0.28], [0.03, 0.04, -0.04], [-0.02, 0.05, -0.08], [-0.08, 0.03, -0.10], [0.12, 0.24, -0.01], [0.04, 0.20, 0.11], [-0.10, 0.08, -0.03], [0.18, -0.24, 0.08], [0.19, -0.02, 0.26], [0.01, 0.03, -0.04], [0.00, -0.04, 0.00], [0.00, 0.02, -0.01], [0.01, -0.02, 0.03], [0.03, 0.02, -0.03], [-0.08, -0.04, -0.01], [0.00, 0.01, 0.04], [0.01, 0.00, -0.01], [-0.01, 0.01, 0.01], [-0.01, 0.01, 0.00], [0.00, -0.01, 0.00], [0.03, 0.02, -0.01], [0.00, 0.00, 0.01], [0.01, -0.01, -0.01], [-0.01, 0.01, 0.01], [0.02, 0.01, 0.00], [-0.04, -0.01, -0.01], [0.00, 0.02, 0.01], [0.00, 0.00, -0.01], [0.00, -0.01, 0.00], [0.00, 0.01, 0.01], [0.00, -0.01, 0.00], [0.01, -0.02, -0.01], [0.00, 0.00, -0.01]], "lowdin_charge": [-0.036, 0.156, -0.266, 0.128, -0.718, 0.023, 0.037, -0.220, 0.108, -0.131, 0.200, -0.374, 0.196, 0.125, -0.353, 0.156, 0.164, -0.367, 0.155, 0.162, -0.383, 0.178, 0.109, -0.224, -0.088, -0.242, -0.523, 0.755, 0.104, -0.398, 0.036, 0.134, -0.458, 0.010, 0.137, 0.053, -0.122, -0.815, -0.017, 0.887, 0.094, 0.059, 0.078, 0.178, 0.131, 0.127, 0.100, 0.089, 0.105, 0.060, 0.074, -0.132, 0.107, 0.057, 0.099, 0.099, 0.062, 0.085, 0.104, 0.132, -0.100, -0.093, -0.089, -0.102, -0.091, -0.089, 0.087, 0.102, 0.102, 0.097, 0.105, 0.084, -0.097, -0.098, -0.097, -0.094, -0.098, -0.098, 0.100, 0.100, 0.100, 0.100, 0.085, 0.098]}

=====

No. 2
{"formula": "C31H32FeN5O6Te", "method": "the ωB97M-V functional and the def2-TZVPD basis", "e_tot_ev": -94086.235, "charge": -2, "fmax_ev_per_a": 0.638, "orbital_gap_ha": [0.242, 0.245], "e_above_lowest_kj_mol": 0.00, "spin_multiplicity": 6, "e_homo_ha": [-0.0986, -0.1010], "symbols": ["Fe", "O", "C", "C", "N", "C", "C", "O", "O", "C", "C", "O", "O", "H", "H", "H", "H", "H", "H", "H", "H", "H", "C", "C", "C", "C", "C", "C", "Te", "N", "C", "O", "C", "C", "C", "C", "C", "C", "C", "C", "C", "C", "C", "C", "C", "C", "C", "C", "H", "H", "H", "H", "H", "H", "H", "H", "H", "H", "H", "H", "H", "H", "H", "H", "H", "H", "H", "H", "H", "H", "H", "N", "C", "N", "C", "N"], "coordinates": [[1.295, -1.113, 1.718], [0.518, -2.936, 1.556], [1.263, -4.085, 1.787], [2.475, -3.768, 2.674], [3.096, -2.550, 2.163], [3.789, -2.753, 0.886], [3.172, -2.015, -0.310], [3.690, -2.178, -1.410], [2.166, -1.269, -0.062], [3.908, -1.793, 3.108], [3.989, -0.338, 2.609], [5.048, 0.275, 2.674], [2.873, 0.108, 2.166], [-0.858, -2.543, 2.015], [1.603, -4.519, 0.831], [0.664, -4.862, 2.287], [3.175, -4.621, 2.698], [2.137, -3.569, 3.692], [3.813, -3.814, 0.627], [4.827, -2.416, 0.960], [4.911, -2.211, 3.257], [3.385, -1.774, 4.064], [0.641, 5.015, -5.931], [0.454, 4.131, -4.725], [-0.786, 3.989, -4.123], [-0.972, 3.184, -3.002], [-2.359, 3.094, -2.425], [0.117, 2.484, -2.456], [-0.079, 1.358, -0.610], [-0.462, -0.282, 1.541], [-1.499, -0.770, 2.063], [-1.706, -2.068, 2.321], [-2.681, 0.078, 2.467], [-3.807, -0.492, 3.055], [-4.886, 0.300, 3.422], [-4.855, 1.669, 3.198], [-3.733, 2.242, 2.611], [-2.650, 1.452, 2.258], [-1.432, -0.016, -1.495], [-2.700, -0.113, -0.930], [-3.622, -1.045, -1.381], [-3.273, -1.892, -2.420], [-2.018, -1.787, -2.996], [-1.076, -0.857, -2.557], [0.261, -0.792, -3.233], [1.375, 2.613, -3.065], [2.609, 1.882, -2.587], [1.521, 3.432, -4.183], [-0.252, 5.612, -6.120], [0.844, 4.425, -6.828], [1.482, 5.697, -5.793], [-1.639, 4.524, -4.532], [-2.970, 3.930, -2.768], [-2.333, 3.093, -1.334], [-2.848, 2.165, -2.727], [-3.822, -1.559, 3.221], [-5.751, -0.152, 3.893], [-5.697, 2.288, 3.483], [-3.697, 3.310, 2.437], [-1.764, 1.883, 1.811], [-2.966, 0.543, -0.110], [-4.597, -1.112, -0.914], [-3.974, -2.636, -2.781], [-1.743, -2.454, -3.806], [0.321, -1.533, -4.032], [1.069, -0.982, -2.528], [0.424, 0.196, -3.665], [2.431, 1.273, -1.704], [3.407, 2.591, -2.356], [2.979, 1.216, -3.369], [2.502, 3.518, -4.641], [1.566, -2.555, 8.057], [1.179, -1.906, 7.174], [0.672, -1.120, 6.269], [0.877, -1.171, 5.005], [0.982, -1.146, 3.846]], "forces_ev_per_angstrom": [[0.41, -0.36, 0.11], [0.08, -0.27, 0.06], [-0.04, 0.14, 0.09], [-0.11, 0.03, -0.11], [0.16, -0.19, 0.01], [-0.03, -0.01, -0.03], [-0.08, 0.15, -0.04], [0.07, -0.11, -0.06], [-0.19, -0.02, -0.37], [-0.01, 0.03, 0.01], [-0.14, 0.03, 0.01], [0.10, 0.02, 0.13], [-0.09, 0.22, -0.04], [-0.05, -0.22, 0.12], [0.04, 0.02, 0.02], [0.01, 0.02, -0.02], [0.00, 0.07, 0.00], [-0.02, 0.01, -0.04], [0.03, 0.01, 0.01], [-0.02, -0.01, 0.02], [-0.03, 0.02, -0.10], [0.06, -0.01, 0.02], [0.00, -0.03, -0.01], [0.02, 0.02, 0.00], [-0.03, -0.01, -0.02], [-0.01, 0.02, -0.03], [0.00, 0.00, 0.01], [0.04, 0.05, 0.13], [-0.09, 0.29, -0.43], [0.36, 0.23, 0.04], [-0.37, 0.10, -0.05], [-0.15, 0.10, 0.09], [-0.01, -0.20, 0.00], [0.00, 0.01, -0.04], [0.01, 0.01, 0.02], [-0.02, 0.00, -0.01], [0.02, 0.00, 0.02], [0.04, 0.04, 0.10], [0.01, 0.00, 0.10], [-0.04, 0.00, 0.03], [0.02, 0.01, 0.00], [-0.03, -0.01, -0.01], [0.01, 0.02, -0.05], [-0.12, -0.01, 0.01], [0.05, 0.00, 0.02], [0.07, -0.05, 0.03], [-0.01, 0.00, 0.02], [-0.03, -0.01, -0.03], [-0.01, 0.01, 0.00], [0.00, -0.01, -0.01], [0.00, 0.01, 0.00], [0.00, 0.02, 0.01], [-0.01, 0.00, -0.01], [0.00, 0.00, 0.01], [0.00, -0.03, 0.02], [0.01, -0.02, 0.00], [-0.02, -0.01, -0.01], [-0.01, 0.01, 0.00], [0.00, 0.03, 0.00], [-0.01, 0.00, 0.01], [0.00, -0.03, -0.09], [0.00, 0.00, 0.02], [0.00, -0.01, 0.00], [0.00, -0.01, -0.02], [0.00, -0.01, 0.00], [0.11, 0.00, 0.14], [0.02, -0.01, -0.04], [0.02, -0.01, -0.03], [0.01, 0.01, 0.01], [0.01, 0.00, -0.02], [0.03, 0.01, 0.00], [0.09, -0.11, 0.15], [0.10, -0.19, -0.07], [-0.33, 0.49, 0.24], [0.02, -0.21, -0.32], [0.06, -0.10, 0.30]], "lowdin_charge": [0.948, -0.322, -0.290, -0.176, -0.211, -0.077, -0.623, 0.005, -0.138, -0.113, -0.643, 0.005, -0.112, 0.041, 0.106, 0.111, 0.118, 0.107, 0.121, 0.132, 0.121, 0.103, -0.069, -0.289, -0.038, -0.301, -0.085, -0.400, 1.503, -0.106, -0.526, 0.026, -0.150, -0.026, -0.102, -0.118, -0.092, -0.061, -0.426, -0.151, -0.094, -0.106, -0.065, -0.285, -0.049, -0.319, -0.081, -0.037, 0.064, 0.073, 0.071, 0.103, 0.067, 0.041, 0.077, 0.108, 0.090, 0.087, 0.094, 0.057, 0.077, 0.096, 0.089, 0.098, 0.074, 0.069, 0.065, 0.013, 0.080, 0.085, 0.115, 0.032, -0.467, 0.049, -0.311, 0.139]}

=====

No. 3
{"formula": "C31H32IrN6O2S", "method": "the ωB97M-V functional and the def2-TZVPD basis", "e_tot_ev": -59378.604, "fmax_ev_per_a": 0.730, "orbital_gap_ha": [0.261, 0.246], "e_above_lowest_kj_mol": 0.00, "spin_multiplicity": 2, "e_homo_ha": [-0.2899, -0.2861], "symbols": ["Ir", "C", "C", "C", "C", "C", "C", "C", "C", "N", "C", "O", "C", "C", "C", "C", "C", "N", "C", "O", "N", "C", "C", "C", "C", "C", "C", "C", "C", "H", "H", "H", "H", "H", "H", "H", "H", "H", "H", "H", "H", "H", "H", "H", "H", "H", "H", "H", "H", "H", "C", "C", "C", "N", "H", "H", "H", "H", "H", "S", "N", "C", "C", "C", "C", "C", "N", "H", "H", "H", "H", "H", "H"], "coordinates": [[0.703, 0.039, 0.767], [2.065, 3.179, 2.648], [0.788, 3.654, 2.020], [0.648, 4.995, 1.674], [-0.557, 5.496, 1.209], [-1.651, 4.651, 1.120], [-1.545, 3.303, 1.448], [-2.741, 2.406, 1.316], [-0.308, 2.800, 1.860], [-0.165, 1.395, 2.062], [-0.720, 0.826, 3.159], [-1.292, 1.376, 4.088], [-0.618, -0.688, 3.155], [-1.195, -1.536, 4.079], [-1.052, -2.908, 3.883], [-0.374, -3.409, 2.779], [0.167, -2.507, 1.883], [0.050, -1.207, 2.126], [0.825, -2.858, 0.565], [0.955, -4.039, 0.263], [1.148, -1.769, -0.159], [1.867, -1.883, -1.378], [3.146, -2.459, -1.395], [3.759, -3.065, -0.167], [3.858, -2.461, -2.590], [3.333, -1.906, -3.744], [2.068, -1.344, -3.714], [1.316, -1.332, -2.543], [-0.085, -0.781, -2.602], [2.738, 4.020, 2.814], [2.590, 2.447, 2.031], [1.865, 2.703, 3.609], [1.499, 5.655, 1.798], [-0.650, 6.541, 0.940], [-2.610, 5.034, 0.793], [-3.624, 2.994, 1.066], [-2.936, 1.874, 2.248], [-2.595, 1.659, 0.533], [-1.737, -1.114, 4.913], [-1.492, -3.594, 4.595], [-0.274, -4.466, 2.578], [3.573, -2.455, 0.719], [4.836, -3.167, -0.294], [3.330, -4.049, 0.027], [4.847, -2.903, -2.603], [3.904, -1.917, -4.664], [1.639, -0.920, -4.615], [-0.134, 0.073, -3.281], [-0.471, -0.472, -1.632], [-0.776, -1.537, -2.981], [1.154, 3.059, -3.663], [2.060, 3.088, -2.429], [1.641, 2.113, -1.432], [1.305, 1.349, -0.654], [1.424, 3.877, -4.328], [0.108, 3.173, -3.383], [1.270, 2.121, -4.203], [2.052, 4.067, -1.946], [3.093, 2.856, -2.690], [2.740, -0.030, 1.617], [-3.699, -0.786, 0.999], [-3.469, -1.688, -0.016], [-4.443, -1.937, -0.994], [-4.163, -2.864, -1.972], [-2.932, -3.516, -1.966], [-2.027, -3.172, -0.981], [-2.270, -2.266, -0.028], [-4.652, -0.550, 1.212], [-3.089, -0.866, 1.797], [-5.390, -1.413, -0.965], [-4.899, -3.082, -2.736], [-2.679, -4.263, -2.703], [-1.051, -3.644, -0.948]], "forces_ev_per_angstrom": [[0.66, -0.04, 0.32], [0.05, -0.04, -0.06], [-0.04, 0.05, 0.16], [0.00, 0.01, -0.03], [0.02, -0.06, 0.00], [-0.02, 0.01, 0.02], [-0.03, 0.07, -0.19], [0.05, 0.02, 0.00], [-0.02, 0.06, -0.03], [-0.10, -0.17, -0.12], [0.04, -0.05, 0.12], [-0.05, 0.10, -0.07], [0.14, -0.14, 0.06], [0.06, 0.03, -0.06], [-0.02, -0.07, 0.03], [0.02, 0.01, 0.00], [-0.04, 0.06, 0.12], [-0.21, 0.05, -0.15], [0.01, -0.01, 0.07], [0.01, 0.01, -0.08], [-0.31, 0.14, -0.05], [-0.07, 0.00, -0.07], [0.01, 0.02, -0.04], [0.02, -0.01, 0.02], [0.00, -0.02, 0.01], [-0.01, -0.01, 0.00], [0.01, 0.01, 0.01], [0.01, -0.04, -0.01], [-0.04, 0.00, 0.00], [-0.01, 0.00, 0.03], [-0.04, 0.00, -0.02], [0.00, -0.03, -0.01], [-0.01, 0.01, 0.00], [0.00, 0.01, 0.02], [0.01, 0.01, -0.01], [-0.02, -0.02, -0.02], [-0.01, 0.03, -0.03], [-0.01, -0.04, 0.02], [0.00, 0.00, 0.01], [0.01, -0.01, 0.00], [-0.02, -0.01, 0.01], [-0.01, 0.01, -0.01], [0.01, 0.00, 0.01], [0.01, 0.01, -0.01], [0.00, 0.00, -0.01], [0.00, 0.01, 0.00], [0.00, -0.01, -0.01], [0.00, 0.00, 0.02], [0.00, -0.02, 0.00], [-0.01, -0.03, 0.00], [0.01, 0.00, -0.01], [0.02, 0.01, -0.03], [0.08, 0.00, 0.04], [-0.07, 0.00, 0.04], [0.01, -0.01, -0.01], [0.00, 0.02, 0.00], [-0.01, -0.01, 0.02], [-0.02, 0.00, 0.00], [0.00, 0.03, -0.01], [-0.07, 0.05, -0.01], [-0.02, 0.06, 0.00], [-0.03, 0.03, 0.04], [0.03, -0.01, 0.01], [0.02, 0.00, -0.01], [-0.04, 0.03, 0.01], [0.06, 0.01, -0.07], [-0.04, -0.14, 0.01], [-0.01, -0.01, 0.00], [0.02, -0.01, 0.00], [-0.01, -0.01, 0.00], [0.00, -0.01, 0.00], [0.00, 0.01, -0.01], [-0.01, 0.00, 0.00]], "lowdin_charge": [1.032, -0.059, -0.215, -0.060, -0.089, -0.055, -0.206, -0.045, -0.210, -0.066, -0.490, 0.065, -0.173, 0.020, -0.018, 0.030, -0.177, -0.077, -0.518, 0.042, -0.085, -0.199, -0.195, -0.043, -0.050, -0.088, -0.067, -0.218, -0.053, 0.077, -0.020, 0.089, 0.105, 0.098, 0.105, 0.077, 0.068, 0.066, 0.124, 0.113, 0.127, 0.024, 0.080, 0.081, 0.108, 0.099, 0.106, 0.067, 0.032, 0.080, -0.080, -0.182, -0.098, 0.028, 0.078, 0.084, 0.071, 0.124, 0.128, 0.276, 0.135, -0.386, -0.031, -0.080, -0.081, -0.141, 0.128, 0.099, 0.078, 0.105, 0.106, 0.101, 0.098]}